{
  "formula": "C24H46N6O6",
  "method": "ωB97M-V with the def2-TZVPD basis set",
  "elements": ["C", "O", "C", "C", "O", "C", "C", "O", "C", "H", "H", "H", "H", "H", "H", "H", "H", "H", "H", "H", "H", "H", "H", "C", "O", "C", "C", "O", "C", "C", "O", "C", "H", "H", "H", "H", "H", "H", "H", "H", "H", "H", "H", "H", "H", "H", "C", "C", "N", "H", "H", "H", "C", "C", "N", "H", "H", "H", "C", "C", "N", "H", "H", "H", "C", "C", "N", "H", "H", "H", "C", "C", "N", "H", "H", "H", "C", "C", "N", "H", "H", "H"],
  "coordinates": [[6.6145, -8.9244, 13.4719], [5.6776, -9.4660, 14.3655], [6.2256, -9.7289, 15.6285], [5.2643, -10.5594, 16.4642], [5.4621, -11.9279, 16.1950], [4.7910, -12.8074, 17.0938], [5.5504, -12.9789, 18.4002], [5.3540, -11.8838, 19.2471], [5.9724, -12.0546, 20.4990], [6.1504, -8.7735, 12.4989], [7.4814, -9.5837, 13.3553], [6.9803, -7.9413, 13.7941], [6.4924, -8.8524, 16.2312], [7.1011, -10.3759, 15.4815], [4.2443, -10.1836, 16.3118], [5.4965, -10.3598, 17.5156], [4.7248, -13.7750, 16.5918], [3.7542, -12.4627, 17.1446], [6.6221, -13.1560, 18.2274], [5.1914, -13.9293, 18.8380], [7.0698, -12.0275, 20.4173], [5.6710, -13.0014, 20.9556], [5.7322, -11.1988, 21.1265], [13.2903, -6.7584, 23.8305], [12.0582, -6.4873, 24.4656], [11.2000, -5.6343, 23.7548], [10.3450, -6.3828, 22.7475], [9.4753, -7.2434, 23.4308], [8.8420, -8.1496, 22.5591], [7.7460, -8.9238, 23.2332], [6.7293, -8.0407, 23.6471], [5.6534, -8.7290, 24.2110], [13.1725, -6.9184, 22.7592], [13.8056, -7.5107, 24.4246], [13.9587, -5.8888, 23.9776], [11.7569, -4.8404, 23.2415], [10.5669, -5.1520, 24.4993], [10.9576, -6.9769, 22.0543], [9.8064, -5.6712, 22.1077], [9.6200, -8.8219, 22.1848], [8.3778, -7.6226, 21.7134], [8.1839, -9.4811, 24.0742], [7.2904, -9.6350, 22.5349], [4.7793, -8.0989, 24.3407], [5.9009, -9.2006, 25.1694], [5.3553, -9.5711, 23.5664], [8.9305, -15.1814, 19.8210], [9.2228, -14.3785, 18.6278], [9.4552, -13.7879, 17.6735], [7.9390, -15.6120, 19.7007], [8.9170, -14.5454, 20.7057], [9.7203, -15.9195, 19.9350], [10.2961, -12.2097, 23.0733], [11.1395, -12.7569, 24.1315], [11.7957, -13.2194, 24.9525], [10.2269, -11.1259, 23.1277], [9.2992, -12.6394, 23.1531], [10.7475, -12.4703, 22.1178], [7.5791, -13.4787, 14.4045], [8.6348, -14.0653, 13.6007], [9.4513, -14.5504, 12.9515], [7.8865, -12.7108, 15.1056], [7.0498, -14.2700, 14.9360], [6.8429, -13.0299, 13.7336], [12.3500, -12.3866, 19.4007], [12.4456, -11.4808, 18.2669], [12.5033, -10.7930, 17.3522], [12.2402, -11.8745, 20.3557], [13.2255, -13.0261, 19.4893], [11.4370, -12.9662, 19.2571], [11.8490, -12.3080, 14.2704], [10.7089, -11.4393, 14.5024], [9.8001, -10.7693, 14.6977], [12.6551, -11.7458, 13.7990], [11.5437, -13.1095, 13.5991], [12.2120, -12.6734, 15.2291], [9.1041, -10.2720, 17.6632], [9.4319, -10.3707, 19.0823], [9.7348, -10.4652, 20.1873], [9.2089, -11.2417, 17.1853], [9.8840, -9.6510, 17.2120], [8.1879, -9.7419, 17.4301]],
  "e_homo_ev": -9.6047,
  "total_energy_ha": -1721.873611,
  "molar_mass_g_mol": 514.7,
  "de_lowest_kcal_mol": 0.0,
  "smiles": "COCCOCCOC.COCCOCCOC.CC#N.CC#N.CC#N.CC#N.CC#N.CC#N"
}